# 1
183
Properties=species:S:1:pos:R:3:mulliken_charge:R:1 method="wB97M-V/def2-TZVPD" energy_ha=-3113.47273 mol_weight_g_mol=968.50 multiplicity=1 smiles=CC1(C)CCCC(C)(C)N1O.CC1(C)CCCC(C)(C)N1O.CC1(C)CCCC(C)(C)N1O.COCCNCCOC.COCCNCCOC.CCO.CCO.CCO.CCO.CCO lumo_energy_ev=0.48
C 9.009 9.803 16.560 -1.9031
C 9.846 8.873 17.544 1.9556
C 9.520 7.421 17.328 -1.6389
C 11.343 8.977 17.098 -1.7581
C 12.354 8.376 18.057 -0.4991
C 12.148 9.128 19.394 -1.3135
C 10.643 9.101 20.023 1.8076
C 10.354 7.748 20.652 -1.7118
C 10.534 10.110 21.160 -2.1698
N 9.778 9.462 18.893 -0.0278
O 8.350 9.362 19.195 -0.4623
H 7.964 9.753 16.947 0.3979
H 9.360 10.809 16.720 0.4553
H 9.111 9.523 15.527 0.3318
H 8.439 7.250 17.390 0.4209
H 9.897 7.092 16.349 0.3770
H 10.021 6.784 18.088 0.3304
H 11.446 8.525 16.126 0.6154
H 11.628 9.967 17.041 0.5094
H 12.383 7.227 18.099 0.2793
H 13.369 8.651 17.653 0.3577
H 12.422 10.173 19.204 0.4027
H 12.829 8.718 20.078 0.4543
H 10.843 7.595 21.625 0.4499
H 10.611 6.912 19.978 0.3202
H 9.301 7.621 20.914 0.3945
H 10.624 11.136 20.740 0.3889
H 11.264 9.944 21.926 0.4220
H 9.576 10.144 21.597 0.4575
H 8.242 8.463 19.453 0.3536
C 8.077 20.051 16.325 -1.2696
C 8.315 20.064 14.789 1.5494
C 7.126 20.842 14.111 -1.9497
C 9.646 20.831 14.663 -0.7429
C 10.111 20.722 13.235 -0.8850
C 10.299 19.262 12.829 -0.9504
C 8.978 18.432 12.981 1.6518
C 7.924 18.787 11.903 -1.8508
C 9.355 16.977 12.820 -1.7893
N 8.525 18.645 14.381 0.9573
O 7.341 17.826 14.655 -0.5831
H 8.418 20.998 16.729 0.5745
H 7.048 19.789 16.648 0.3322
H 8.728 19.232 16.749 -0.2476
H 6.925 21.670 14.798 0.4340
H 7.252 21.098 13.103 0.2952
H 6.282 20.163 14.063 0.4352
H 9.519 21.900 14.904 0.5558
H 10.426 20.493 15.368 -0.0839
H 9.359 21.150 12.549 0.3065
H 11.055 21.230 13.020 0.4647
H 11.081 18.716 13.366 -0.0613
H 10.548 19.241 11.811 0.5435
H 7.001 18.514 12.382 0.4041
H 7.985 18.106 11.011 0.4522
H 7.912 19.859 11.619 0.1930
H 9.847 16.923 11.882 0.5829
H 8.408 16.371 12.938 0.4095
H 10.025 16.707 13.640 -0.0202
H 7.660 17.500 15.520 0.3543
C 16.397 18.874 19.414 -1.7120
C 15.897 20.134 18.672 1.9274
C 15.125 20.974 19.666 -2.3659
C 17.084 20.868 18.148 -1.3833
C 17.702 20.180 16.926 -0.3134
C 16.675 20.158 15.807 -1.5063
C 15.349 19.444 16.191 1.9619
C 14.274 19.781 15.229 -2.0956
C 15.713 17.866 16.192 -1.1181
N 14.945 19.948 17.543 -0.3083
O 13.788 19.222 17.965 2.4135
H 16.930 19.232 20.298 0.5326
H 15.565 18.222 19.690 0.0511
H 17.175 18.362 18.924 0.4315
H 14.373 20.322 20.012 0.5276
H 15.796 21.167 20.499 0.4953
H 14.780 21.902 19.222 0.4267
H 16.771 21.883 17.760 0.3064
H 17.878 21.039 18.915 0.3476
H 18.627 20.687 16.569 0.4029
H 17.978 19.078 17.126 0.1885
H 17.024 19.754 14.840 0.3776
H 16.353 21.204 15.733 0.4257
H 14.180 20.870 15.012 0.3611
H 13.359 19.342 15.545 0.0506
H 14.545 19.311 14.310 0.4881
H 16.168 17.619 15.211 0.5098
H 14.815 17.209 16.302 -0.2059
H 16.430 17.586 17.010 0.1109
H 13.929 18.263 17.893 -0.7813
C 15.069 21.352 24.270 -0.7039
O 14.567 20.501 25.319 -0.4068
C 14.554 19.199 24.900 0.0082
C 13.722 18.396 25.925 -1.0055
N 13.289 17.196 25.291 0.1603
C 12.622 16.193 26.120 -0.6809
C 12.471 14.856 25.445 0.0745
O 13.742 14.439 24.921 -0.3819
C 13.849 13.256 24.160 -0.7583
H 15.252 22.330 24.703 0.3311
H 14.344 21.365 23.493 0.2228
H 16.018 20.956 23.868 0.2994
H 15.561 18.741 24.967 0.3924
H 14.073 19.170 23.890 0.0330
H 12.848 19.041 26.108 0.2639
H 14.258 18.217 26.855 0.4283
H 14.034 16.687 24.826 0.2009
H 11.541 16.421 26.241 0.2848
H 13.178 16.034 27.113 0.3437
H 11.771 14.983 24.655 -0.2044
H 12.014 14.083 26.065 0.4438
H 12.987 13.028 23.542 0.2983
H 14.037 12.335 24.718 0.2496
H 14.706 13.457 23.491 0.2703
C 9.957 16.421 17.084 -0.4202
O 10.451 16.294 15.844 -0.4073
C 11.788 16.834 15.761 0.6639
C 12.411 16.141 14.522 -1.7388
N 12.630 14.687 14.643 0.2156
C 13.257 14.208 13.424 -0.6206
C 13.220 12.745 13.186 -0.7105
O 11.865 12.249 13.230 -0.4007
C 11.647 10.853 13.454 -0.6874
H 10.431 15.768 17.892 0.0704
H 8.885 16.191 17.112 0.4388
H 10.039 17.439 17.558 -0.1303
H 12.409 16.698 16.623 0.2852
H 11.689 17.908 15.600 -0.5361
H 13.385 16.731 14.399 0.4589
H 11.777 16.317 13.632 0.7497
H 11.678 14.301 14.864 0.2696
H 14.267 14.602 13.295 0.3960
H 12.775 14.688 12.571 0.4385
H 13.852 12.186 13.921 0.1817
H 13.633 12.450 12.280 0.5077
H 12.481 10.342 12.953 0.3650
H 10.782 10.516 12.877 0.3004
H 11.596 10.658 14.498 0.1610
C 7.573 16.199 22.386 -0.9787
C 8.718 15.221 22.230 0.0254
O 9.626 15.311 23.345 -0.5100
H 7.926 17.214 22.506 0.1800
H 7.144 15.884 23.335 0.2542
H 6.848 16.094 21.544 0.3734
H 9.268 15.438 21.280 -0.1218
H 8.256 14.302 22.091 0.5492
H 10.246 16.019 23.013 0.1741
C 12.671 15.022 19.742 -1.4977
C 13.032 16.479 19.441 1.1742
O 14.110 16.502 18.482 -0.0897
H 12.405 14.436 18.862 0.3148
H 11.879 14.858 20.490 0.1479
H 13.614 14.604 20.137 0.4837
H 13.373 17.013 20.378 0.1745
H 12.164 16.966 19.021 -0.5994
H 14.163 15.633 18.051 -0.1030
C 10.571 21.743 20.270 -1.4338
C 10.599 20.566 19.243 0.3480
O 11.360 20.851 18.101 -0.4728
H 10.201 21.446 21.268 0.2728
H 9.975 22.568 19.975 0.4138
H 11.506 22.235 20.440 0.3620
H 9.533 20.493 19.031 0.2713
H 10.916 19.692 19.741 -0.0612
H 12.202 20.396 18.182 -0.0217
C 16.605 13.072 17.430 -1.3676
C 15.669 13.585 16.335 0.1032
O 14.453 14.023 16.971 -0.4468
H 16.216 12.193 17.979 0.2725
H 16.697 13.806 18.185 0.3124
H 17.596 12.827 16.999 0.3822
H 15.474 12.785 15.617 0.0931
H 16.121 14.404 15.778 0.2340
H 13.752 14.199 16.288 0.2570
C 11.094 19.802 23.754 -1.5286
C 10.439 18.640 23.099 0.0747
O 11.369 17.550 22.987 -0.3272
H 12.004 20.151 23.269 0.0972
H 11.289 19.600 24.809 0.4218
H 10.380 20.591 23.798 0.5711
H 10.111 18.902 22.086 0.3600
H 9.622 18.313 23.731 0.2252
H 11.966 17.621 23.762 0.0156



# 2
103
Properties=species:S:1:pos:R:3:mulliken_charge:R:1 method="wB97M-V/def2-TZVPD" energy_ha=-6978.71321 mol_weight_g_mol=1193.51 multiplicity=1 lumo_energy_ev=-0.04
Y 0.462 0.702 0.374 1.4907
C -0.173 3.546 -3.237 -1.2874
C 1.023 4.033 -3.738 -0.4736
C 2.219 3.652 -3.153 -1.1219
C 2.173 2.788 -2.061 0.0548
N 1.018 2.331 -1.592 0.8713
C -0.147 2.682 -2.153 -0.3898
C 3.412 2.310 -1.361 0.9672
C 4.691 2.714 -1.739 -1.0376
C 5.775 2.241 -1.022 -0.9704
C 5.568 1.391 0.049 -0.9622
C 4.263 1.028 0.371 0.5184
N 3.230 1.483 -0.336 0.8865
C 3.937 0.121 1.519 0.2262
C 4.894 -0.451 2.351 -0.6032
C 4.469 -1.279 3.382 -0.9387
C 3.117 -1.520 3.566 -1.0452
C 2.232 -0.904 2.695 1.4282
N 2.646 -0.119 1.708 0.6420
H -1.118 3.834 -3.679 0.4919
H 1.030 4.708 -4.585 0.4431
H 3.155 4.023 -3.542 0.4119
H -1.020 2.233 -1.649 0.5256
H 4.830 3.385 -2.572 0.4137
H 6.779 2.539 -1.294 0.4393
H 6.399 1.015 0.628 0.3973
H 5.950 -0.270 2.209 0.4456
H 5.201 -1.736 4.036 0.4239
H 2.758 -2.168 4.355 0.5317
H 1.149 -1.025 2.692 -1.1872
Cl -0.927 -5.314 4.858 -0.2136
C -0.407 -4.258 3.596 0.2064
C -0.708 -2.894 3.651 -0.1983
Cl -1.588 -2.265 4.991 -0.1929
C -0.278 -2.063 2.640 0.4078
Cl -0.741 -0.252 2.784 -0.0656
C 0.477 -2.495 1.472 -0.2115
O 0.855 -1.734 0.539 -0.7517
C 0.739 -3.891 1.492 0.2472
Cl 1.635 -4.499 0.144 -0.1733
C 0.317 -4.735 2.508 0.2781
Cl 0.693 -6.417 2.419 -0.1999
O -1.266 1.588 0.168 -0.9230
Cl -6.231 -2.120 0.827 -0.2451
C -5.164 -2.363 -0.518 0.3221
C -5.614 -2.103 -1.804 -1.1210
C -4.748 -2.298 -2.864 -0.4093
C -3.444 -2.747 -2.670 -0.0668
C -2.537 -2.933 -3.864 0.2523
C -2.079 -1.590 -4.449 -1.5810
N -0.992 -1.042 -3.655 0.2214
C 0.357 -1.202 -3.870 -0.8433
C 0.976 -0.592 -2.820 -0.9622
N 0.033 -0.058 -1.981 1.3482
C -1.132 -0.349 -2.503 -0.9452
O -3.227 -3.684 -4.853 -0.4004
C -2.513 -4.848 -5.252 -0.7404
C -2.277 -5.780 -4.096 0.2275
C -3.264 -6.329 -3.331 0.6274
Cl -4.953 -6.126 -3.543 -0.1978
S -2.656 -7.281 -2.043 -0.1747
C -1.044 -6.972 -2.522 -0.4419
C -0.991 -6.167 -3.616 -0.6151
C -3.034 -3.007 -1.368 1.1482
Cl -1.432 -3.579 -1.046 0.1406
C -3.880 -2.816 -0.284 -1.0794
H -6.625 -1.758 -1.964 0.4423
H -5.092 -2.117 -3.875 0.4560
H -1.645 -3.470 -3.538 0.4235
H -2.898 -0.871 -4.459 0.3684
H -1.741 -1.727 -5.476 0.3983
H 0.737 -1.734 -4.725 0.4626
H 2.030 -0.515 -2.611 0.5275
H -2.087 -0.083 -2.073 0.6182
H -1.543 -4.579 -5.690 0.3283
H -3.117 -5.309 -6.033 0.3376
H -0.223 -7.384 -1.958 0.4625
H -0.065 -5.835 -4.066 0.3611
H -3.535 -3.016 0.721 0.5545
O 1.441 2.414 2.186 -0.4369
S 0.069 3.047 2.300 0.6933
C -0.382 3.143 4.029 0.2119
C 0.582 3.210 5.024 -0.4260
C 0.174 3.256 6.347 -0.7754
C -1.181 3.230 6.660 -0.4112
C -2.133 3.148 5.654 -0.7096
C -1.735 3.095 4.324 -0.1715
C 0.268 4.800 2.010 0.3479
C -0.869 5.567 1.803 -0.3720
C -0.724 6.924 1.564 -0.7250
C 0.543 7.493 1.518 -0.4411
C 1.671 6.707 1.705 -0.7752
C 1.539 5.346 1.949 -0.2096
H 1.631 3.215 4.754 0.4199
H 0.911 3.308 7.138 0.4091
H -1.494 3.262 7.695 0.3931
H -3.185 3.110 5.902 0.4156
H -2.461 3.002 3.524 0.5007
H -1.849 5.104 1.824 0.4384
H -1.601 7.538 1.405 0.4043
H 0.650 8.553 1.326 0.3984
H 2.657 7.152 1.659 0.4183
H 2.399 4.704 2.089 0.3956



These records have highest occupied orbital energy values of -8.338, -6.798 eV, in the order they appear.
These records have gap between HOMO and LUMO values of 0.324, 0.248 Ha, in the order they appear.
These records have energy relative to the best compared isomer or geometry (same formula, charge and spin) values of 12.2, 67.5 kcal/mol, in the order they appear.